[1]
A structure of composition C47H52FN2SV. Source: OMol25; level of theory: wB97M-V/def2-TZVPD.

Last column: Löwdin charge in e.
Geometry (Å):
V 0.029 0.103 0.196  0.777
C -2.387 -0.599 2.086  -0.223
C -2.547 0.408 1.139  -0.248
C -1.483 1.354 1.281  -0.350
C -0.701 0.919 2.403  -0.290
C -1.231 -0.290 2.867  -0.212
C -0.785 -0.986 4.117  -0.032
C 0.225 1.794 3.187  -0.051
C -1.602 2.792 0.849  -0.035
C -3.681 0.497 0.169  -0.056
C -3.379 -1.703 2.298  -0.055
H -1.480 -1.781 4.397  0.068
H -0.740 -0.279 4.954  0.079
H 0.207 -1.433 4.024  0.049
H -0.343 2.392 3.915  0.091
H 0.756 2.491 2.538  0.051
H 0.963 1.209 3.744  0.065
H -0.627 3.270 0.738  0.060
H -2.182 3.368 1.585  0.084
H -2.116 2.884 -0.112  0.057
H -4.636 0.601 0.698  0.084
H -3.767 -0.397 -0.462  0.081
H -3.597 1.350 -0.503  0.040
H -3.510 -1.919 3.364  0.072
H -3.119 -2.646 1.808  0.050
H -4.352 -1.400 1.905  0.069
C 3.341 1.530 2.670  -0.079
C 3.409 0.255 1.833  -0.348
C 4.882 -0.008 1.496  -0.052
C 2.773 -0.948 2.518  -0.124
C 3.153 -1.227 3.826  -0.051
C 2.730 -2.374 4.473  -0.102
C 1.905 -3.254 3.798  -0.077
C 1.464 -3.010 2.499  -0.148
C 0.539 -4.079 1.909  -0.356
C -0.853 -3.554 1.601  -0.072
C 1.072 -4.879 0.721  -0.066
C 1.886 -1.825 1.846  -0.201
N 1.493 -1.537 0.502  0.008
C 2.427 -2.022 -0.398  -0.230
C 3.470 -2.916 -0.060  -0.069
C 4.342 -3.459 -0.990  -0.129
C 4.249 -3.151 -2.333  -0.135
C 3.264 -2.244 -2.715  -0.035
C 2.419 -1.702 -1.776  -0.217
F 1.512 -0.815 -2.223  0.033
H 3.755 2.363 2.095  0.071
H 3.931 1.442 3.589  0.072
H 2.317 1.784 2.945  0.019
H 2.857 0.433 0.909  0.094
H 5.458 -0.177 2.414  0.073
H 5.303 0.868 0.991  0.078
H 5.015 -0.867 0.845  0.063
H 3.816 -0.540 4.340  0.101
H 3.035 -2.578 5.494  0.091
H 1.569 -4.158 4.297  0.102
H 0.421 -4.805 2.723  0.115
H -0.826 -2.788 0.827  0.075
H -1.299 -3.113 2.489  0.052
H -1.496 -4.372 1.258  0.084
H 1.091 -4.288 -0.192  0.075
H 0.409 -5.735 0.555  0.073
H 2.080 -5.258 0.898  0.074
H 3.585 -3.212 0.973  0.108
H 5.104 -4.146 -0.642  0.090
H 4.920 -3.588 -3.062  0.082
H 3.140 -1.929 -3.745  0.111
N -1.010 -0.040 -1.370  -0.477
S -1.588 1.156 -2.413  0.933
C -1.661 0.380 -3.988  -0.501
C -1.080 -0.851 -4.273  -0.110
C -1.186 -1.386 -5.553  -0.122
C -1.867 -0.705 -6.551  -0.140
C -2.466 0.517 -6.251  -0.111
C -2.379 1.062 -4.980  -0.124
C -4.423 3.132 -3.225  -0.167
C -4.556 4.064 -2.175  -0.226
C -5.487 3.970 -1.139  -0.173
C -6.378 2.903 -1.098  -0.182
C -6.305 1.947 -2.106  -0.174
C -5.354 2.077 -3.120  -0.223
H -1.770 -0.705 -1.204  0.012
H -0.535 -1.370 -3.495  0.079
H -0.723 -2.345 -5.767  0.088
H -1.946 -1.126 -7.548  0.079
H -3.032 1.046 -7.013  0.092
H -2.907 1.980 -4.702  0.045
H -3.866 4.913 -2.134  0.050
H -5.508 4.723 -0.349  0.071
H -7.101 2.809 -0.290  0.070
H -6.980 1.089 -2.090  0.072
H -5.323 1.273 -3.866  0.054
C 0.999 1.360 -0.254  -0.144
C 1.680 2.517 -0.772  -0.272
C 1.859 2.645 -2.157  -0.040
C 2.504 3.750 -2.688  -0.095
C 2.989 4.753 -1.855  -0.124
C 2.820 4.638 -0.482  -0.107
C 2.179 3.530 0.055  -0.065
H 1.465 1.869 -2.802  0.100
H 2.618 3.835 -3.763  0.095
H 3.487 5.621 -2.275  0.085
H 3.192 5.414 0.179  0.091
H 2.063 3.439 1.129  0.083

Output
total charge: -2
E: -91800.71043 eV


[2]
A cluster of 2 separate species, C4H6O2 in total. Source: OMol25; level of theory: wB97M-V/def2-TZVPD.

Last column: natural (NBO) charge in e.
Geometry (Å):
O -1.845 -1.602 -0.780  -0.541
C -1.121 -0.800 -1.290  0.664
O -0.412 0.160 -0.631  -0.519
C -0.523 0.187 0.759  0.101
C -0.143 1.275 1.405  -0.450
C 1.771 -0.847 -0.499  -0.215
H -0.935 -0.693 -2.367  0.135
H -0.872 -0.740 1.197  0.224
H 0.194 2.159 0.872  0.213
H -0.150 1.290 2.487  0.219
H 1.977 -0.364 -1.479  0.081
H 2.123 -0.067 0.212  0.089

Output
E: -8334.71042 eV
ΔE to the lowest compared entry with this formula, charge and spin: 132.6 kcal per mole


- The lowest E belongs to which entry?
  C47H52FN2SV


- Among the records above, which one has the highest E?
  C4H6O2


Copy entry 2 word for word.
A cluster of 2 separate species, C4H6O2 in total. Source: OMol25; level of theory: wB97M-V/def2-TZVPD.

Last column: natural (NBO) charge in e.
Geometry (Å):
O -1.845 -1.602 -0.780  -0.541
C -1.121 -0.800 -1.290  0.664
O -0.412 0.160 -0.631  -0.519
C -0.523 0.187 0.759  0.101
C -0.143 1.275 1.405  -0.450
C 1.771 -0.847 -0.499  -0.215
H -0.935 -0.693 -2.367  0.135
H -0.872 -0.740 1.197  0.224
H 0.194 2.159 0.872  0.213
H -0.150 1.290 2.487  0.219
H 1.977 -0.364 -1.479  0.081
H 2.123 -0.067 0.212  0.089

Output
E: -8334.71042 eV
ΔE to the lowest compared entry with this formula, charge and spin: 132.6 kcal per mole